17
Properties=species:S:1:pos:R:3 method="wB97M-V/def2-TZVPD" gap_ev=8.230 spin_multiplicity=1 relative_energy_kj_mol=346.05 energy_ev=-35110.898 homo_ha=-0.2892
C 1.5799 1.1690 0.2181
C 2.6252 -0.9729 0.1933
N 2.4961 0.4155 0.4514
N -1.9641 -1.6494 -0.0311
O 1.4371 2.4556 0.4880
P -3.2760 1.1152 0.1315
P -0.2736 0.3880 -1.0002
P -1.4924 -0.1410 0.6332
H 3.4749 -1.1491 0.8193
H 2.7153 -1.0919 -0.8949
H 1.7573 -1.6328 0.5328
H -1.1912 -2.0172 -0.3788
H -2.4765 -2.3137 0.6713
H 2.3379 2.8094 0.5496
H -2.9103 1.0266 -1.2075
H -4.0622 -0.0374 0.1442
H -0.7775 1.6261 -1.3203